Density functional theory data (ωB97M-V/def2-TZVPD) for a molecular structure, C7H11NPTc.

The value obtained for the HOMO-LUMO gap (spin up / spin down) is 7.5 / 7.1 eV. The calculation puts the energy above the lowest of the compared OMol25 structures with the same formula, charge and spin at 0.0 kcal/mol. For the total energy, the calculation gives -749.86565 a.u. The LUMO energy (spin up / spin down) is -2.82 / -4.85 eV. As for the expectation value of S²: 3.768.

```
! wB97M-V def2-TZVPD RIJCOSX def2/J DEFGRID3
* xyz 1 4
C -0.435 1.803 0.642
C 0.071 2.551 -0.515
C 1.493 2.568 -0.388
C 1.855 1.618 0.570
C 0.629 1.008 1.137
Tc 0.189 0.462 -0.852
P -1.916 0.046 -1.460
H -1.432 1.925 1.017
H -0.379 3.191 -1.282
H 2.182 3.194 -0.958
H 0.673 0.184 1.846
H 2.864 1.380 0.874
H -2.029 -1.016 -2.409
H -2.726 1.084 -2.103
H -2.768 -0.467 -0.431
C 0.314 -3.691 0.937
C 0.373 -2.410 0.265
N 0.159 -1.384 -0.218
H 0.260 -3.548 2.029
H 1.192 -4.284 0.706
H -0.568 -4.214 0.590
*
```

Density functional theory data (ωB97M-V/def2-TZVPD) for 3 unconnected molecules or ions with the total composition C14H34IN4O2P2.

The value obtained for the HOMO-LUMO gap is 8.5 eV. The calculation puts the energy above the lowest of the compared OMol25 structures with the same formula, charge and spin at 0.0 kcal/mol. For the total energy, the calculation gives -1903.57222 a.u. The LUMO energy is -3.73 eV.

```
! wB97M-V def2-TZVPD RIJCOSX def2/J DEFGRID3
* xyz 1 1
N 3.364 -4.003 6.195
C 2.584 -3.690 5.155
N 1.240 -3.592 5.193
P 0.234 -3.785 6.591
O 1.093 -3.746 7.778
N 0.729 -3.295 3.963
C 1.750 -3.217 3.193
N 2.943 -3.458 3.876
P 4.504 -3.383 2.925
O 4.039 -4.412 1.781
I 6.027 -4.754 4.232
H 2.907 -3.859 7.097
H 4.286 -3.589 6.183
H -0.682 -2.746 6.449
H -0.419 -4.989 6.336
H 1.740 -2.963 2.146
H 3.707 -5.255 2.124
C -0.160 2.959 -0.063
C -1.188 2.146 0.719
C -0.594 1.398 1.911
C 0.469 0.361 1.541
C 0.003 -0.712 0.558
C -1.144 -1.571 1.086
H 0.620 2.325 -0.489
H -0.635 3.489 -0.889
H 0.318 3.700 0.580
H -1.688 1.443 0.048
H -1.967 2.816 1.086
H -1.402 0.913 2.466
H -0.148 2.120 2.601
H 0.814 -0.123 2.465
H 1.343 0.867 1.125
H 0.854 -1.361 0.322
H -0.293 -0.257 -0.390
H -0.859 -2.075 2.015
H -1.421 -2.335 0.360
H -2.034 -0.977 1.291
C -0.748 1.059 -3.170
C -0.410 2.370 -3.875
C -1.626 3.267 -4.099
C -2.715 2.666 -4.989
C -2.248 2.252 -6.384
C -1.721 3.415 -7.220
H -1.442 0.452 -3.753
H 0.152 0.463 -3.007
H -1.206 1.255 -2.198
H 0.082 2.156 -4.827
H 0.319 2.919 -3.274
H -1.290 4.217 -4.523
H -2.069 3.514 -3.128
H -3.523 3.396 -5.088
H -3.157 1.799 -4.491
H -3.089 1.791 -6.906
H -1.479 1.478 -6.309
H -2.488 4.182 -7.344
H -1.424 3.077 -8.213
H -0.850 3.883 -6.760
*
```

Density functional theory data (ωB97M-V/def2-TZVPD) for 4 unconnected molecules or ions with the total composition FH12N3.

The value obtained for the HOMO-LUMO gap (spin up / spin down) is 18.5 / 9.8 eV. For the total energy, the calculation gives -270.03365 a.u. The LUMO energy (spin up / spin down) is -11.65 / -19.92 eV. As for the expectation value of S²: 0.752.

```
! wB97M-V def2-TZVPD RIJCOSX def2/J DEFGRID3
* xyz 3 2
N 7.049 -12.950 -16.644
H 7.109 -12.465 -15.760
H 7.934 -12.746 -17.086
H 6.439 -12.670 -17.398
H 6.942 -13.935 -16.448
N 7.679 -12.867 -20.875
H 6.708 -13.061 -20.681
H 8.119 -12.498 -20.045
H 7.738 -12.151 -21.585
H 8.096 -13.688 -21.291
N 11.661 -12.244 -17.853
H 11.704 -11.794 -16.950
H 12.214 -11.829 -18.589
H 10.708 -12.014 -18.096
H 11.695 -13.231 -17.641
F 8.991 -12.277 -18.589
*
```

Density functional theory data (ωB97M-V/def2-TZVPD) for 7 unconnected molecules or ions with the total composition C5H22N2O7.

As for the SMILES: [H]/N=C\NCCCC=O.O.O.O.O.O.O. The value obtained for the HOMO-LUMO gap is 9.7 eV. The calculation puts the energy above the lowest of the compared OMol25 structures with the same formula, charge and spin at 58.9 kcal/mol. For the total energy, the calculation gives -839.84316 a.u. The LUMO energy is 0.01 eV.

```
! wB97M-V def2-TZVPD RIJCOSX def2/J DEFGRID3
* xyz 0 1
H 0.011 -2.438 -2.189
N 0.976 -2.678 -2.026
C 1.631 -2.199 -1.066
N 1.121 -1.174 -0.236
C 2.106 -0.751 0.754
C 1.669 0.585 1.410
C 0.747 0.283 2.639
C -0.629 0.885 2.534
O -1.518 0.311 3.126
H 2.672 -2.417 -0.854
H 0.194 -1.292 0.157
H 3.116 -0.693 0.423
H 2.335 -1.510 1.559
H 2.597 1.026 1.817
H 1.122 1.223 0.732
H 1.121 0.857 3.514
H 0.723 -0.772 2.918
H -0.773 1.912 2.157
O -3.192 1.488 -0.324
H -2.588 1.293 0.408
H -2.629 1.866 -1.014
O 1.528 1.315 -1.787
H 2.163 1.465 -1.071
H 1.899 0.458 -2.044
O -2.866 -1.714 -1.315
H -3.105 -0.805 -1.544
H -2.392 -2.005 -2.098
O -1.320 0.774 -2.259
H -0.505 0.898 -1.760
H -1.052 0.768 -3.183
O -1.575 -2.620 1.210
H -1.853 -1.848 1.738
H -1.861 -2.336 0.326
O -0.091 3.584 -1.021
H -0.059 2.752 -1.498
H 0.276 3.509 -0.134
*
```

Density functional theory data (ωB97M-V/def2-TZVPD) for a molecular structure, C24H23BrI2N3O2Pd.

The value obtained for the HOMO-LUMO gap (spin up / spin down) is 6.6 / 6.6 eV. The calculation puts the energy above the lowest of the compared OMol25 structures with the same formula, charge and spin at 12.1 kcal/mol. For the total energy, the calculation gives -4540.18798 a.u. The LUMO energy (spin up / spin down) is -3.97 / -3.98 eV.

```
! wB97M-V def2-TZVPD RIJCOSX def2/J DEFGRID3
* xyz 1 1
Pd 0.266 0.351 -1.263
I 3.011 0.583 -1.764
C 2.737 2.721 -1.519
C 3.862 3.495 -1.470
C 3.736 4.881 -1.309
C 2.494 5.442 -1.224
C 1.326 4.658 -1.297
C 0.053 5.258 -1.250
C -1.082 4.506 -1.342
C -0.986 3.107 -1.453
C 0.234 2.480 -1.482
C 1.429 3.238 -1.434
H 4.839 3.048 -1.553
H 4.627 5.487 -1.263
H 2.386 6.509 -1.108
H 0.004 6.331 -1.147
H -2.054 4.973 -1.315
H -1.904 2.534 -1.510
C -2.796 -1.914 -0.217
C -3.009 -0.606 -0.913
C -4.392 -0.391 -1.450
O -2.146 0.244 -1.015
H -3.658 -2.157 0.395
H -1.895 -1.898 0.392
H -2.694 -2.690 -0.974
H -4.833 -1.323 -1.797
H -4.391 0.347 -2.249
H -5.009 -0.007 -0.637
Br -0.303 -2.617 2.682
C -0.073 -1.243 3.963
C -0.107 -1.593 5.304
C 0.056 -0.612 6.266
C 0.236 0.707 5.887
C 0.260 1.052 4.548
C 0.115 0.074 3.577
I 0.184 0.715 1.489
H -0.257 -2.624 5.588
H 0.044 -0.882 7.310
H 0.365 1.477 6.631
H 0.390 2.077 4.241
C -0.842 -3.914 -3.560
N -0.125 -3.662 -2.330
C 0.373 -4.650 -1.556
C 1.168 -4.381 -0.489
C 1.458 -3.012 -0.221
N 0.845 -2.053 -0.905
C 0.089 -2.335 -1.979
O -0.411 -1.430 -2.656
N 2.340 -2.635 0.702
H -0.923 -4.983 -3.734
H -0.307 -3.441 -4.384
H -1.836 -3.467 -3.511
H 0.127 -5.660 -1.849
H 1.581 -5.165 0.119
H 2.864 -3.305 1.237
H 2.530 -1.649 0.800
*
```

Density functional theory data (ωB97M-V/def2-TZVPD) for C6H5N5 in the gas phase.

The value obtained for the HOMO-LUMO gap (spin up / spin down) is 7.5 / 5.5 eV. The calculation puts the energy above the lowest of the compared OMol25 structures with the same formula, charge and spin at 105.8 kcal/mol. For the total energy, the calculation gives -505.19415 a.u. The LUMO energy (spin up / spin down) is -0.38 / -1.75 eV.

```
! wB97M-V def2-TZVPD RIJCOSX def2/J DEFGRID3
* xyz 0 1
C -0.724 1.856 -0.732
C -1.564 1.991 1.453
C 0.340 1.037 -0.460
C -1.423 -0.326 1.211
C 0.664 -1.905 -0.587
C 1.342 -1.037 0.294
N -1.322 2.493 0.281
N -1.632 0.766 1.848
N 1.262 0.378 -0.108
N -1.390 -1.428 0.837
N -0.117 -2.061 -1.468
H -1.082 2.077 -1.727
H -1.827 2.741 2.046
H 1.060 -1.156 1.325
H 2.494 -1.264 0.283
H -0.630 -2.854 -1.789
*
```

Density functional theory data (ωB97M-V/def2-TZVPD) for 2 unconnected molecules or ions with the total composition C24H19F6NO2.

The value obtained for the HOMO-LUMO gap is 4.2 eV. For the total energy, the calculation gives -1730.34944 a.u. The LUMO energy is -2.92 eV.

```
! wB97M-V def2-TZVPD RIJCOSX def2/J DEFGRID3
* xyz 0 1
F -2.677 2.293 5.777
C -2.206 3.148 4.824
F -2.789 4.369 5.067
F -0.864 3.301 5.052
C -2.496 2.681 3.429
C -2.325 3.582 2.378
C -2.679 3.200 1.102
C -3.173 1.890 0.830
C -3.538 1.542 -0.502
C -3.412 0.259 -1.096
C -2.765 -0.864 -0.491
C -2.819 -2.114 -1.077
C -3.446 -2.269 -2.311
C -3.554 -3.643 -2.901
F -4.353 -3.683 -4.006
F -2.329 -4.134 -3.274
F -4.080 -4.533 -2.000
C -3.952 -1.173 -3.005
C -3.908 0.073 -2.419
C -3.277 0.988 1.921
C -2.936 1.381 3.205
H -1.936 4.576 2.579
H -2.572 3.902 0.274
H -3.825 2.363 -1.161
H -2.227 -0.745 0.450
H -2.383 -2.981 -0.582
H -4.393 -1.311 -3.988
H -4.299 0.937 -2.960
H -3.660 -0.021 1.756
H -3.025 0.685 4.036
C -6.127 3.960 3.800
C -6.211 4.126 2.306
O -6.384 2.810 1.750
C -6.512 2.817 0.391
C -6.699 1.478 -0.105
C -7.055 1.184 -1.426
C -7.255 2.190 -2.433
C -7.413 1.791 -3.761
N -7.427 0.510 -4.138
C -7.312 -0.449 -3.212
C -7.186 -0.179 -1.854
O -6.453 3.872 -0.248
H -5.717 4.861 4.267
H -7.132 3.807 4.209
H -5.502 3.107 4.084
H -7.071 4.755 2.031
H -5.290 4.572 1.903
H -6.659 0.681 0.628
H -7.214 3.242 -2.163
H -7.521 2.551 -4.541
H -7.316 -1.485 -3.565
H -7.119 -0.996 -1.136
*
```

Density functional theory data (ωB97M-V/def2-TZVPD) for a molecular structure, C19H22BrN6O4Pd.

The value obtained for the HOMO-LUMO gap is 6.6 eV. The calculation puts the energy above the lowest of the compared OMol25 structures with the same formula, charge and spin at 24.8 kcal/mol. For the total energy, the calculation gives -4068.58467 a.u. The LUMO energy is 2.50 eV.

```
! wB97M-V def2-TZVPD RIJCOSX def2/J DEFGRID3
* xyz -1 1
Pd 0.094 -1.502 0.545
O -2.138 -0.853 0.549
N -2.244 0.422 0.771
N -1.164 1.126 0.932
O 0.069 0.626 0.838
C -1.297 2.486 1.120
C -0.169 3.318 1.044
C -0.309 4.679 1.168
C -1.559 5.252 1.387
C -2.675 4.427 1.489
C -2.560 3.063 1.357
H 0.794 2.857 0.878
H 0.564 5.310 1.085
H -1.660 6.325 1.474
H -3.648 4.865 1.671
H -3.417 2.414 1.435
Br -0.409 -3.056 7.641
C 0.839 -2.202 6.464
C 1.947 -1.549 6.990
N 2.826 -0.925 6.197
C 2.628 -0.936 4.895
C 1.550 -1.575 4.278
C 0.616 -2.234 5.112
C 1.274 -1.573 2.830
O 2.145 -1.373 1.955
O 0.063 -1.821 2.524
H 2.136 -1.509 8.055
H 3.349 -0.386 4.302
H -0.235 -2.724 4.661
N 0.560 -4.423 -0.300
C 0.314 -3.375 0.110
C 0.917 -0.073 -5.739
C 0.104 0.581 -4.619
N -0.297 -0.364 -3.603
C -1.365 -1.287 -3.952
C -0.875 -2.725 -4.120
C 0.295 -0.453 -2.381
C 1.553 0.315 -2.096
N -0.165 -1.216 -1.457
H 1.256 0.685 -6.443
H 0.317 -0.803 -6.279
H 1.782 -0.584 -5.320
H -0.803 1.028 -5.044
H 0.678 1.387 -4.160
H -1.802 -0.945 -4.891
H -2.154 -1.245 -3.192
H -0.250 -2.821 -5.004
H -1.725 -3.393 -4.220
H -0.291 -3.048 -3.264
H 2.286 0.198 -2.894
H 1.959 -0.075 -1.156
H 1.342 1.376 -1.957
H -1.040 -1.693 -1.666
*
```